C2H2N4O2 | ωB97M-V/def2-TZVPD

Structure (XYZ):
```
10
Properties=species:S:1:pos:R:3:forces:R:3:nbo_charge:R:1
C 0.0030 0.6611 1.2264 0.76 1.16 -5.46 0.688
C 0.1041 0.0317 -1.2976 3.32 -0.67 -0.49 0.673
H -0.9268 -1.5606 -1.1220 0.34 0.53 2.05 0.419
H -0.3314 -1.3082 1.5247 -0.73 2.37 -2.12 0.415
N 0.7906 1.6261 0.3718 -0.45 -4.32 -3.72 -0.099
N 0.9980 1.0409 -0.7529 0.04 3.27 1.72 -0.156
N -0.2356 -1.0227 -0.5129 -0.53 0.56 -1.94 -0.449
N -0.5148 -0.5228 0.7531 -0.57 -3.63 3.74 -0.485
O 0.0182 1.0350 2.2939 -0.87 0.65 7.59 -0.499
O 0.0947 0.0195 -2.4845 -1.31 0.08 -1.38 -0.507
```
Positions in Å, forces in eV/Å.

Summary:
energy above the lowest of the compared OMol25 structures with the same formula, charge and spin = 488.17 kJ/mol
E_tot = -446.7868 Eh
structure (SMILES) = O=c1nnc(=O)[nH][nH]1
charge = 0
orbital gap = 8.88 eV
multiplicity = 1